P | The following is a DFT calculation (ωB97M-V with the def2-TZVPD basis set) of a cluster of 2 separate species, C3H2N2 in total.

Charge: 0

Each line ends with the Löwdin charge.
Cartesian coordinates (Å):
C 2.10 0.77 0.18  -0.0497
C 1.05 0.23 0.04  0.0433
C -1.85 -0.16 -0.04  -0.4399
N -2.67 0.65 -0.15  0.1927
N -0.99 -1.06 0.24  0.1708
H 3.03 1.28 0.21  0.0049
H -0.68 -1.70 -0.47  0.0779

=====

Q | The following is a DFT calculation (ωB97M-V with the def2-TZVPD basis set) of the molecule C3H2N2.

Charge: 0

Each line ends with the Löwdin charge.
Cartesian coordinates (Å):
C 0.99 0.56 -0.71  0.0803
C 0.39 -1.54 2.10  0.1231
C -0.96 -0.28 0.49  -0.1488
N -0.27 -1.09 1.21  -0.0819
N -0.29 0.50 -0.38  -0.1365
H 1.18 0.82 -1.73  0.0024
H -1.04 1.03 -0.98  0.1615

=====

R | The following is a DFT calculation (ωB97M-V with the def2-TZVPD basis set) of a cluster of 2 separate species, C3H2N2 in total.

Charge: 0

Each line ends with the Löwdin charge.
Cartesian coordinates (Å):
C 0.92 0.26 -0.61  -0.3431
C 0.04 -1.32 2.00  0.0525
C -0.40 0.59 -0.84  0.0521
N 1.95 -0.13 -0.25  0.1481
N -0.74 -0.57 1.63  0.0182
H -0.94 -0.15 -0.38  -0.0124
H -0.82 1.33 -1.56  0.0845

=====

The structure shown above that is most stable: R.